(1)
A molecular structure, C34H34AsClF6NRhSi. Source: the Open Molecules 2025 dataset; level of theory: the ωB97M-V functional and the def2-TZVPD basis.

ORCA input file:
```
! wB97M-V def2-TZVPD RIJCOSX def2/J DEFGRID3
* xyz -1 2
Rh 0.7357 1.0618 -0.8355
C 0.4365 -0.7860 -1.8132
Si -1.2403 -0.9411 -2.5957
C -2.6562 -1.1832 -1.3220
N -2.6834 -0.3905 -0.1060
C -2.1386 -0.9560 1.1115
C -2.9205 -0.4047 2.3190
C -3.4957 0.9818 1.9907
C -2.5192 1.7345 1.0894
C -2.3817 1.0038 -0.2514
C -1.3745 -2.5427 -3.5903
C -1.8038 -2.5704 -4.9174
C -1.9016 -3.7683 -5.6153
C -1.5612 -4.9632 -4.9998
C -1.1284 -4.9574 -3.6799
C -1.0371 -3.7590 -2.9882
C -1.6275 0.4656 -3.7718
C -2.9411 0.8498 -4.0543
C -3.2153 1.8545 -4.9719
C -2.1728 2.4923 -5.6307
C -0.8623 2.1226 -5.3666
C -0.5939 1.1195 -4.4468
H 1.2770 -0.7209 -2.5016
H 0.6443 -1.5501 -1.0613
H -2.6525 -2.2391 -1.0400
H -3.5931 -1.0321 -1.8770
H -1.0736 -0.7020 1.2184
H -2.2104 -2.0430 1.0644
H -2.2452 -0.3346 3.1771
H -3.7314 -1.0852 2.5887
H -3.6836 1.5431 2.9093
H -4.4496 0.8705 1.4716
H -1.5431 1.7692 1.5804
H -2.8323 2.7649 0.9166
H -1.3179 1.1276 -0.6045
H -3.0044 1.4466 -1.0335
H -2.0665 -1.6427 -5.4132
H -2.2379 -3.7671 -6.6453
H -1.6226 -5.8956 -5.5475
H -0.8569 -5.8860 -3.1923
H -0.6917 -3.7703 -1.9591
H -3.7704 0.3603 -3.5557
H -4.2413 2.1405 -5.1716
H -2.3834 3.2784 -6.3458
H -0.0443 2.6234 -5.8686
H 0.4388 0.8558 -4.2465
C 0.9232 0.8396 1.1397
C 1.3817 0.8345 2.3013
C 1.8798 0.8274 3.5625
C 2.8635 -0.1914 3.9232
C 3.5691 -0.8646 2.9155
C 4.4979 -1.8370 3.2307
C 4.7370 -2.1770 4.5571
C 4.0242 -1.5406 5.5643
C 3.0979 -0.5603 5.2544
C 1.3965 1.8507 4.5017
C 0.0886 2.3349 4.3963
C -0.3844 3.2970 5.2693
C 0.4449 3.8182 6.2548
C 1.7572 3.3763 6.3447
C 2.2287 2.4018 5.4810
H 3.3892 -0.5954 1.8819
H 5.0415 -2.3311 2.4362
H 5.4663 -2.9379 4.8028
H 4.1846 -1.8172 6.5987
H 2.5225 -0.0990 6.0454
H -0.5519 1.9449 3.6153
H -1.4061 3.6425 5.1791
H 0.0745 4.5710 6.9384
H 2.4222 3.7985 7.0872
H 3.2645 2.0935 5.5350
F 3.0705 0.5874 -1.1794
As 4.2335 0.2483 -2.4843
F 3.8262 -1.4339 -2.3316
F 2.9382 0.4315 -3.6398
F 4.5662 1.9357 -2.5996
F 5.3482 -0.1064 -3.7531
F 5.4659 0.0642 -1.2858
Cl 0.6133 3.0185 -1.9590
*
```

energy relative to the best compared isomer or geometry (same formula, charge and spin) = 168.8 kJ/mol
F_max = 0.0575 hartree/bohr
<S²> = 0.812
electronic energy = -5066.07692 Eh
E_HOMO (alpha / beta) = -4.981 / -5.169 eV
gap between HOMO and LUMO (alpha / beta) = 5.1432 / 5.4751 eV

=====

(2)
A single C6H4O molecule. Source: the Open Molecules 2025 dataset; level of theory: the ωB97M-V functional and the def2-TZVPD basis.

ORCA input file:
```
! wB97M-V def2-TZVPD RIJCOSX def2/J DEFGRID3
* xyz 0 1
C 2.9781 -0.2314 0.0183
C 1.8415 0.1656 -0.0493
C 0.4212 0.2086 -0.1026
C -0.5860 1.1055 0.1136
C -1.7966 0.3462 0.0953
C -1.4373 -0.9364 -0.1566
O -0.1047 -1.0396 -0.2881
H 3.9665 -0.6289 0.0684
H -0.5019 2.1723 0.2676
H -2.7975 0.7002 0.2845
H -1.9832 -1.8621 -0.2511
*
```

energy relative to the best compared isomer or geometry (same formula, charge and spin) = 94.9 kJ/mol
F_max = 0.0110 hartree/bohr
electronic energy = -306.17539 Eh
E_HOMO = -8.558 eV
gap between HOMO and LUMO = 9.6372 eV
SMILES = C#Cc1ccco1

=====

(3)
A molecular structure, C31H26BrCeCl2IN3OS2. Source: the Open Molecules 2025 dataset; level of theory: the ωB97M-V functional and the def2-TZVPD basis.

ORCA input file:
```
! wB97M-V def2-TZVPD RIJCOSX def2/J DEFGRID3
* xyz 0 2
Ce -0.1879 -0.5626 -0.0904
C 0.7834 -2.6300 2.6496
N 1.3829 -1.3670 2.0997
C 1.2899 -0.2286 3.0505
C -0.1465 0.2866 3.2095
N -0.5971 1.1598 2.0783
C -2.0598 1.3491 2.2052
C 0.1402 2.4074 1.9135
C 0.0555 3.3650 2.9545
C 0.7000 4.6015 2.8815
C 1.5214 4.8804 1.7714
C 1.6389 3.9053 0.7633
C 0.9737 2.6531 0.7787
S 1.4554 1.6981 -0.6305
C 2.6708 -1.5922 1.5155
C 3.8339 -1.1332 2.1373
C 5.1278 -1.4799 1.6734
C 5.2665 -2.1792 0.4642
C 4.0849 -2.4920 -0.2514
C 2.7775 -2.2507 0.2315
S 1.5257 -2.7849 -0.8385
H 1.3926 -3.0406 3.4852
H 0.7458 -3.3737 1.8219
H -0.2497 -2.4224 2.9367
H 1.9299 0.5952 2.7130
H 1.6698 -0.5133 4.0502
H -0.1891 0.8723 4.1559
H -0.8655 -0.5544 3.2613
H -2.3960 1.6452 3.2266
H -2.5359 0.3996 1.9406
H -2.3901 2.1197 1.4936
H -0.5432 3.1042 3.8244
H 0.6111 5.3041 3.6944
H 2.0364 5.8277 1.6600
H 2.2585 4.0814 -0.1054
H 3.7256 -0.5503 3.0523
H 5.9749 -1.1458 2.2675
H 6.2278 -2.4200 0.0260
H 4.1429 -2.9426 -1.2393
Cl -3.0512 -3.5647 2.5617
C -2.9533 -3.7100 0.8621
C -3.3172 -4.8324 0.1491
C -3.2062 -4.9344 -1.2192
Cl -3.7219 -6.3546 -1.9942
C -2.6473 -3.8761 -1.9804
C -2.3839 -3.9259 -3.3524
C -1.7499 -2.8761 -4.0095
C -1.2636 -1.8267 -3.2367
N -1.4367 -1.7599 -1.9155
C -2.2489 -2.6955 -1.2908
C -2.4406 -2.5876 0.1601
O -2.0375 -1.5297 0.8011
H -3.7555 -5.6775 0.6658
H -2.7260 -4.8130 -3.8826
H -1.5866 -2.8898 -5.0757
H -0.6955 -1.0019 -3.6868
Br -3.9252 4.4784 -2.6895
C -2.2177 3.9659 -3.4075
C -1.6669 4.8273 -4.3562
C -0.3974 4.5943 -4.8916
C 0.3309 3.4693 -4.4874
C -0.2299 2.5835 -3.5583
C -1.4944 2.8302 -3.0162
I -2.4190 1.5174 -1.5394
H -2.2347 5.6550 -4.7090
H -0.0271 5.2816 -5.6272
H 1.3229 3.2862 -4.9120
H 0.3973 1.7743 -3.1936
*
```

energy relative to the best compared isomer or geometry (same formula, charge and spin) = 0.0 kJ/mol
F_max = 0.0525 hartree/bohr
<S²> = 0.751
electronic energy = -6500.12175 Eh
E_HOMO (alpha / beta) = -7.179 / -7.179 eV
gap between HOMO and LUMO (alpha / beta) = 6.5278 / 6.5221 eV

=====

(4)
3 unconnected molecules or ions with the total composition C15H31BFN7O6. Source: the Open Molecules 2025 dataset; level of theory: the ωB97M-V functional and the def2-TZVPD basis.

ORCA input file:
```
! wB97M-V def2-TZVPD RIJCOSX def2/J DEFGRID3
* xyz 0 1
C -2.9510 -0.0154 3.6146
C -2.4243 -0.3996 2.4680
C -1.4039 -1.5195 2.3883
O -0.3820 -1.2653 3.4002
C 0.3497 -0.2703 2.8604
O 0.8063 0.6344 3.4883
C 0.4716 -0.4826 1.3624
C 1.9535 -0.8162 1.0988
C 2.5994 -1.8195 2.0333
F 2.0753 -1.2777 -0.2405
C -0.5830 -1.5857 1.0646
C -1.4694 -1.3961 -0.2204
C -0.9695 -0.3412 -1.2280
C -1.4973 1.0638 -0.8936
C -0.6899 2.2941 -1.3688
N 0.7526 2.0749 -1.4660
C 1.2692 1.5841 -2.6582
N 0.5555 1.4597 -3.7058
N 2.6422 1.2974 -2.5074
B 0.0073 -3.0797 0.9585
O -0.2685 -3.9760 1.9579
O 0.6872 -3.5665 -0.1274
H -3.6681 0.7961 3.6585
H -2.6705 -0.4789 4.5549
H -2.7465 0.0932 1.5589
H -1.9031 -2.4513 2.6442
H 0.3125 0.4792 0.8777
H 2.5092 0.1247 1.1260
H 3.0109 -1.2969 2.8980
H 1.9103 -2.5898 2.3850
H 3.4262 -2.3079 1.5130
H -1.5087 -2.3603 -0.7374
H -2.5041 -1.1645 0.0355
H -1.3429 -0.6039 -2.2139
H 0.1181 -0.3690 -1.2536
H -2.4996 1.1357 -1.3273
H -1.6204 1.1569 0.1921
H -1.0957 2.6879 -2.3058
H -0.8153 3.0796 -0.6192
H 1.2862 2.8772 -1.1599
H 1.1031 1.0366 -4.4524
H 3.0848 1.1663 -3.4096
H 2.7872 0.4741 -1.9349
H 0.1012 -4.8440 1.7537
H 1.0064 -2.8695 -0.7129
C -2.8082 -1.0688 -4.2312
O -3.2714 -0.2698 -3.4356
N -1.5661 -0.9295 -4.7835
N -3.5028 -2.1823 -4.6250
H -1.1856 -1.5929 -5.4309
H -1.0189 -0.1205 -4.5277
H -4.4183 -2.3109 -4.2375
H -3.1474 -2.8531 -5.2788
C 2.7903 4.1287 2.6410
O 3.1624 5.2879 2.6212
N 3.5957 3.0931 2.2358
N 1.5496 3.7454 3.0586
H 3.3086 2.1336 2.2775
H 4.5206 3.3233 1.9260
H 0.9235 4.4634 3.3697
H 1.2556 2.7838 3.0704
*
```

F_max = 0.0167 hartree/bohr
electronic energy = -1549.81360 Eh
E_HOMO = -9.426 eV
gap between HOMO and LUMO = 9.7399 eV
SMILES = [H]/N=C(\N)NCCCC[C@]1(B(O)O)[C@H](C=C)OC(=O)[C@H]1[C@@H](C)F.NC(N)=O.NC(N)=O

=====

Question: electronic energy of number 2 (C6H4O)?
Answer: -306.17539 Eh

=====

Question: Among the records above, which one has the highest F_max?
Answer: C34H34AsClF6NRhSi

=====

Question: Look up the electronic energy of the second one.
Answer: -306.17539 Eh